The following is a DFT calculation (wB97M-V/def2-TZVPD) of a structure of composition C20H22BrN2OS2Sr at a distorted geometry.

```
49
Properties=species:S:1:pos:R:3:forces:R:3
Sr 0.1893 0.7409 -0.7961 1.237 0.575 0.908
Br 1.9207 3.2263 -0.2866 -0.148 -0.039 0.005
C 0.7810 3.9558 1.1062 -0.001 -0.023 0.034
C 1.0451 5.2563 1.4028 0.037 0.089 0.044
C 0.3406 5.8738 2.4569 -0.006 -0.007 -0.007
C -0.5594 5.1481 3.1779 -0.006 -0.051 -0.003
C -0.8246 3.7903 2.8661 -0.017 0.009 0.027
C -1.7401 3.0461 3.6545 0.005 0.066 0.010
C -2.0137 1.7479 3.3539 0.034 -0.042 -0.054
C -1.4082 1.1545 2.2181 -0.070 0.009 -0.042
C -0.5036 1.7952 1.3961 0.098 0.087 0.046
C -0.1794 3.1437 1.7710 -0.045 -0.002 0.064
H 1.7965 5.8063 0.8530 -0.021 0.000 0.011
H 0.5382 6.9116 2.6913 0.000 -0.030 0.002
H -1.0887 5.5994 4.0092 0.014 -0.010 -0.018
H -2.2096 3.5339 4.5010 0.012 -0.008 -0.019
H -2.6989 1.1781 3.9721 0.015 0.019 -0.046
H -1.7087 0.1281 1.9940 0.012 0.009 0.028
N 5.9561 -4.2674 -0.3385 0.034 -0.070 0.048
C 4.9600 -4.1706 0.5546 -0.073 0.013 0.013
S 4.8584 -5.1426 1.8720 -0.051 0.080 -0.100
C 3.9173 -3.1272 0.2478 0.094 -0.118 -0.031
C 3.0355 -2.7183 1.2380 0.051 0.008 0.140
C 2.0783 -1.7702 0.9453 -0.079 0.126 -0.090
N 1.9343 -1.2219 -0.2703 0.016 0.037 -0.085
C 2.7797 -1.6206 -1.2260 -0.049 -0.050 0.125
C 3.7754 -2.5554 -1.0134 0.013 -0.045 -0.062
H 6.6746 -4.9514 -0.1657 0.013 0.011 -0.014
H 6.0926 -3.6163 -1.0891 0.011 0.073 0.004
H 3.1122 -3.1427 2.2300 -0.014 0.013 -0.033
H 1.3982 -1.4238 1.7144 -0.016 0.020 0.005
H 2.6571 -1.1813 -2.2112 -0.010 -0.005 0.028
H 4.3964 -2.8390 -1.8514 -0.007 -0.009 0.002
C -3.6452 0.3677 -4.0329 -0.052 -0.011 -0.087
C -2.8332 -0.9024 -4.2294 -0.066 0.163 0.068
S -1.9504 -1.4228 -2.7564 -0.005 0.035 0.009
O -1.2658 -0.1611 -2.2095 -1.026 -0.993 -0.949
C -3.3391 -1.6936 -1.6385 0.111 0.021 0.163
C -2.9330 -2.6263 -0.5022 -0.048 0.047 -0.049
H -4.0373 0.6927 -4.9959 -0.010 -0.001 0.020
H -3.0285 1.1709 -3.6328 0.015 -0.022 -0.010
H -4.4908 0.2121 -3.3637 0.016 -0.003 -0.026
H -2.0616 -0.7880 -4.9905 0.006 0.025 -0.025
H -3.4449 -1.7666 -4.5005 0.030 0.024 -0.047
H -4.1664 -2.0911 -2.2267 0.009 -0.047 0.021
H -3.6005 -0.6970 -1.2787 -0.077 -0.023 -0.013
H -2.7449 -3.6360 -0.8647 0.007 0.014 -0.009
H -3.7282 -2.6731 0.2406 0.002 0.005 -0.021
H -2.0329 -2.2730 0.0036 0.003 0.032 0.013
```
Forces are in eV/Å.

orbital gap = 0.2501 Ha
charge = +1
HOMO energy = -9.99 eV
F_max = 1.72 eV/Å

List of Mulliken charges in e, atom by atom: 2.050, -0.309, 0.322, -0.690, -0.487, -0.924, 0.980, -0.622, -1.023, 0.283, -1.385, 0.974, 0.393, 0.393, 0.349, 0.362, 0.366, 0.301, -0.333, 0.250, -0.342, 1.018, -0.557, -0.669, -0.118, -0.602, -0.706, 0.218, 0.163, 0.393, 0.507, 0.411, 0.298, -1.073, -0.566, 0.373, -0.915, -0.455, -1.164, 0.378, 0.272, 0.298, 0.368, 0.458, 0.469, 0.324, 0.359, 0.358, 0.251

=====

The following is a DFT calculation (wB97M-V/def2-TZVPD) of a structure of composition C20H22CaN9O4S4 at a distorted geometry.

```
60
Properties=species:S:1:pos:R:3:forces:R:3
Ca -2.0224 -2.0576 0.1007 0.676 -2.118 -0.289
C -3.4104 2.1225 1.0976 0.034 -0.387 -0.121
C -2.9778 0.8716 0.3798 -0.478 0.468 1.120
N -3.0765 -0.2933 0.9536 -0.249 0.545 0.392
N -3.7149 -0.4158 2.0851 -1.210 1.572 0.103
C -3.6218 -1.5518 2.7649 0.207 -0.516 0.736
N -4.6471 -1.7988 3.6225 -0.019 0.158 -0.219
S -2.2789 -2.5656 2.8325 0.455 -0.431 -0.023
C -2.4954 0.8746 -0.9711 0.138 0.350 -0.735
C -2.4585 2.0459 -1.7567 -0.079 -0.289 0.298
C -1.9552 1.9869 -3.0352 0.137 -0.331 -0.092
C -1.4978 0.7666 -3.5284 -0.018 0.094 -0.007
C -1.5871 -0.3443 -2.7010 0.248 0.074 -0.592
N -2.0656 -0.2986 -1.4745 -0.043 0.528 -0.051
H -3.2137 1.9842 2.1603 -0.065 0.049 -0.003
H -4.4829 2.2785 0.9812 -0.115 0.124 0.038
H -2.8777 3.0010 0.7447 0.018 0.104 -0.037
H -5.5181 -1.3169 3.4662 0.057 -0.001 -0.085
H -4.6831 -2.7159 4.0373 0.069 0.097 -0.073
H -2.8333 2.9733 -1.3565 -0.022 0.076 0.038
H -1.9093 2.8775 -3.6470 -0.034 0.034 -0.042
H -1.1028 0.6841 -4.5288 0.038 -0.079 -0.051
H -1.2471 -1.3217 -3.0310 -0.036 0.025 -0.100
S -4.3829 -3.3375 -0.4726 -0.144 0.613 -0.245
C -3.8190 -4.8284 0.1868 1.706 0.045 -0.449
C -4.8339 -5.6122 0.7540 -0.821 -0.699 0.534
N -5.7152 -6.2047 1.2006 -0.076 -0.114 0.092
C -2.5216 -5.3163 0.1615 -1.588 0.941 -0.191
S -1.1586 -4.5506 -0.5505 0.995 0.338 -0.405
C -2.2831 -6.5954 0.6901 0.099 -0.913 0.374
N -2.0649 -7.6527 1.0906 0.058 -0.178 0.117
C 4.6928 4.8579 -1.6846 0.223 0.018 0.035
C 3.8835 3.7690 -1.0122 0.426 -0.504 0.445
S 5.0589 2.7688 -0.0201 -0.502 0.348 0.213
O 5.6080 3.6382 0.9846 -0.205 0.064 0.290
O 5.9696 2.1461 -0.9366 -0.023 -0.486 -0.337
C 4.0562 1.4899 0.8148 0.325 0.499 -0.585
C 3.5201 0.5109 -0.2202 0.445 0.218 -0.392
N 2.4566 -0.3295 0.2784 -0.415 -0.161 0.216
C 1.1258 -0.0575 0.1840 0.686 0.105 -0.065
N 0.3923 -1.0816 0.5645 -0.294 -0.113 -0.062
C 1.2449 -2.0612 0.9366 0.928 -0.061 0.159
C 2.5470 -1.6186 0.7811 -1.672 0.316 -0.258
N 3.7411 -2.2599 1.0892 1.432 -1.210 0.562
O 4.8014 -1.6159 0.9817 -0.844 -0.585 0.185
O 3.6762 -3.4313 1.4654 0.096 1.282 -0.419
C 0.6101 1.2574 -0.2701 0.019 -0.084 -0.037
H 4.0667 5.4802 -2.3232 -0.037 -0.052 0.050
H 5.4736 4.4009 -2.2879 0.053 0.076 -0.124
H 5.1680 5.4780 -0.9285 0.019 0.130 -0.031
H 3.4227 3.1135 -1.7438 -0.133 -0.128 -0.029
H 3.1431 4.1737 -0.3293 -0.143 -0.036 0.119
H 3.2805 2.0207 1.3607 -0.105 0.042 0.058
H 4.7174 0.9848 1.5167 0.109 0.099 0.033
H 4.3490 -0.1255 -0.5362 -0.294 0.204 -0.113
H 3.1350 1.0464 -1.0916 0.011 -0.133 0.073
H 0.9055 -3.0095 1.3103 -0.039 -0.207 -0.002
H 1.3109 2.0486 -0.0224 0.028 0.157 0.011
H -0.3351 1.4505 0.2279 -0.012 0.015 0.043
H 0.4356 1.2678 -1.3470 -0.022 0.008 -0.070
```
Forces are in eV/Å.

orbital gap = 0.1665 Ha
charge = -1
HOMO energy = -3.70 eV
F_max = 2.24 eV/Å

List of Mulliken charges in e, atom by atom: 0.879, -1.716, 0.694, 1.162, -1.402, 0.530, -0.434, -0.513, 0.031, -0.684, -0.476, -0.745, -0.349, -0.255, 0.449, 0.324, 0.489, 0.245, 0.234, 0.359, 0.434, 0.417, 0.491, -0.391, 0.420, -0.031, -0.577, 0.567, -0.432, -0.049, -0.565, -1.422, -0.313, 1.221, -0.688, -0.650, -0.393, -1.273, 0.355, 0.248, 0.109, -0.921, -0.032, 1.057, -0.652, -0.610, -0.686, 0.389, 0.365, 0.379, 0.334, 0.377, 0.379, 0.370, 0.444, 0.396, 0.623, 0.327, 0.051, 0.111

=====

The following is a DFT calculation (wB97M-V/def2-TZVPD) of a structure of composition C20H22Cl2N2O9P2Ru at a distorted geometry.

```
58
Properties=species:S:1:pos:R:3:forces:R:3
Ru 1.2363 1.2628 0.4675 -0.753 0.378 -0.188
C 0.3108 1.4302 3.8141 0.057 0.096 0.216
O 0.4221 0.5039 2.7260 0.049 0.095 -0.245
C -0.4293 -0.5380 2.6810 -0.100 -0.295 -0.052
C -1.2955 -0.8737 3.7132 0.016 0.163 0.157
C -2.1107 -1.9849 3.6039 0.039 -0.023 -0.123
C -2.0956 -2.7714 2.4507 -0.052 -0.028 0.011
C -1.2418 -2.4539 1.4250 -0.019 0.037 0.009
C -0.3811 -1.3465 1.5252 -0.154 -0.339 0.086
N 0.5327 -1.0284 0.5386 0.671 1.307 -0.396
N 0.7585 -1.9412 -0.3090 -0.926 -1.611 0.538
C 1.4585 -1.9918 -1.4226 0.459 0.862 -0.157
C 2.0721 -0.8061 -2.0707 0.040 -0.404 0.055
O 1.9455 0.3318 -1.6127 -0.048 0.210 0.419
C 2.8758 -1.0271 -3.2512 0.055 0.157 -0.232
C 3.0454 -2.2559 -3.7631 0.033 0.187 0.031
C 2.4270 -3.4255 -3.1852 -0.115 -0.205 0.094
C 2.5925 -4.6796 -3.7697 0.048 0.156 -0.031
C 1.9907 -5.7984 -3.2227 -0.031 -0.006 0.043
C 1.2186 -5.6752 -2.0702 0.001 -0.067 -0.006
C 1.0437 -4.4435 -1.4751 0.034 0.011 0.041
C 1.6411 -3.2973 -2.0195 -0.070 -0.037 -0.017
H 0.6284 0.9542 4.7420 -0.020 -0.074 -0.047
H -0.7091 1.8032 3.8964 0.008 0.000 -0.057
H 0.9735 2.2547 3.5797 0.018 -0.038 -0.017
H -1.3345 -0.2732 4.6102 0.034 -0.020 -0.017
H -2.7669 -2.2456 4.4231 -0.012 0.041 0.007
H -2.7532 -3.6256 2.3684 0.003 0.015 -0.015
H -1.2291 -3.0355 0.5161 0.045 -0.015 -0.007
H 3.3305 -0.1481 -3.6889 0.012 -0.036 -0.004
H 3.6679 -2.3946 -4.6391 -0.020 0.003 -0.014
H 3.1975 -4.7657 -4.6637 -0.005 -0.012 0.006
H 2.1176 -6.7651 -3.6905 0.015 0.000 0.007
H 0.7523 -6.5510 -1.6392 -0.006 0.013 -0.003
H 0.4463 -4.3489 -0.5812 -0.007 0.001 0.011
Cl 3.2158 0.4597 1.2512 0.072 0.230 0.094
C 2.3024 2.9317 -0.2457 0.295 -0.223 0.258
Cl 1.2436 3.0626 -1.5813 -0.215 0.360 -0.615
H 3.3208 2.7038 -0.5357 -0.048 -0.197 0.040
H 2.1877 3.7764 0.4291 -0.089 -0.142 0.142
C -2.1668 4.1578 -1.5051 -0.072 -0.020 -0.002
C -2.1795 3.5103 -0.1248 0.380 -0.262 0.259
O -3.4256 3.6873 0.5470 -0.195 0.090 -0.149
P -2.1092 1.6720 -0.1955 -0.500 -0.289 -0.328
O -2.5266 1.1607 1.2371 -0.196 0.122 0.038
O -3.3735 1.2507 -1.0659 0.064 0.119 -0.138
O -0.8762 0.9972 -0.6955 0.338 0.332 0.384
P -0.7436 4.0861 0.9384 -0.258 0.298 0.171
O -1.5564 4.6205 2.2314 0.188 0.088 -0.020
O 0.0804 5.1685 0.3745 -0.018 -0.130 -0.129
O -0.0696 2.7823 1.3734 0.786 -0.653 -0.296
H -3.1645 4.0974 -1.9397 -0.008 -0.060 0.016
H -1.4578 3.6634 -2.1697 0.050 0.056 -0.017
H -1.8772 5.2051 -1.4247 0.011 -0.014 -0.032
H -3.4068 4.5108 1.0492 0.080 -0.019 0.125
H -3.3210 1.6242 1.5592 0.182 -0.037 -0.025
H -3.2766 1.3599 -2.0226 0.007 -0.034 0.147
H -1.1583 5.4621 2.5088 -0.148 -0.141 -0.027
```
Forces are in eV/Å.

orbital gap (alpha / beta) = 0.2617 / 0.2158 Ha
expectation value of S² = 8.880
charge = +1
HOMO energy (alpha / beta) = -11.04 / -11.64 eV
2S+1 = 6
F_max = 1.93 eV/Å

List of Mulliken charges in e, atom by atom: 0.482, -1.234, -0.170, 1.007, -0.596, -0.677, -0.981, -0.432, 0.277, 1.176, -1.074, 0.410, 0.434, 0.216, -1.165, -0.856, 0.900, -0.816, -0.565, -0.774, -0.442, 0.693, 0.445, 0.469, 0.172, 0.469, 0.437, 0.424, 0.466, 0.484, 0.396, 0.421, 0.410, 0.424, 0.416, -0.309, -0.636, 0.046, 0.482, 0.380, -1.658, 1.106, -0.595, 0.397, -0.440, -0.534, -0.262, 0.641, -0.579, -0.790, -0.086, 0.439, 0.307, 0.392, 0.383, 0.358, 0.365, 0.346

=====

- What is the charge in the third record?
  +1

=====

- Among the records above, which one has the lowest charge?
  C20H22CaN9O4S4